{"formula": "C47H53GePSi2Zr", "method": "the ωB97M-V functional and the def2-TZVPD basis", "spin_multiplicity": 2, "max_force_ev_per_a": 0.20, "de_lowest_ev": 0.000, "e_homo_ev": [-9.7, -10.5], "total_charge": 1, "elements": ["Zr", "C", "C", "C", "C", "C", "C", "P", "C", "C", "C", "C", "C", "C", "C", "C", "C", "C", "C", "C", "C", "C", "C", "C", "H", "H", "H", "H", "H", "H", "H", "H", "H", "H", "H", "H", "H", "H", "H", "H", "C", "Ge", "C", "C", "C", "C", "C", "C", "C", "C", "C", "C", "C", "C", "C", "C", "C", "C", "H", "H", "H", "H", "H", "H", "H", "H", "H", "H", "H", "H", "H", "H", "H", "C", "Si", "C", "C", "C", "H", "H", "H", "H", "H", "H", "H", "H", "H", "H", "H", "C", "Si", "C", "C", "C", "H", "H", "H", "H", "H", "H", "H", "H", "H", "H", "H"], "coordinates": [[0.374404, 0.003008, 0.256766], [2.470023, 5.893453, 0.840253], [2.523976, 5.841815, -0.545547], [2.037127, 4.733738, -1.221668], [1.504529, 3.661972, -0.508373], [1.441086, 3.724260, 0.882004], [1.921663, 4.837488, 1.553524], [0.762152, 2.233577, -1.352192], [1.553622, 2.140262, -2.979090], [2.944753, 2.250453, -3.046466], [3.601174, 2.077312, -4.253183], [2.879174, 1.787074, -5.403444], [1.498850, 1.672090, -5.342669], [0.836082, 1.846052, -4.135437], [-0.968642, 2.734667, -1.525883], [-1.417711, 3.613733, -2.479422], [-2.700043, 4.181536, -2.369237], [-3.460546, 3.931041, -1.261274], [-3.000089, 3.071815, -0.236265], [-3.727411, 2.900696, 0.968855], [-3.218841, 2.134187, 1.975375], [-2.012087, 1.422243, 1.786923], [-1.295884, 1.472735, 0.606856], [-1.764020, 2.399247, -0.391081], [2.850751, 6.760823, 1.362856], [2.941512, 6.669511, -1.103206], [2.074062, 4.707228, -2.302920], [1.000749, 2.909759, 1.443164], [1.865922, 4.878297, 2.633375], [3.516674, 2.477078, -2.154265], [4.678317, 2.169868, -4.295559], [3.392854, 1.655335, -6.346413], [0.931736, 1.451116, -6.237375], [-0.240549, 1.748037, -4.099551], [-0.777008, 3.906146, -3.302197], [-3.056935, 4.853633, -3.137797], [-4.423540, 4.412581, -1.140152], [-4.671761, 3.418172, 1.087557], [-3.751839, 2.037441, 2.912798], [-1.685886, 0.778200, 2.598392], [-3.431449, -0.535413, -0.828977], [-2.220947, -1.664401, 0.221827], [-2.301026, -3.457812, -0.548345], [-2.776534, -3.623335, -1.848869], [-2.868346, -4.887935, -2.417603], [-2.486883, -6.003719, -1.689623], [-2.031253, -5.856415, -0.385520], [-1.943321, -4.593822, 0.180545], [-2.769708, -1.695428, 2.100927], [-4.032478, -1.213429, 2.344129], [-4.553455, -1.141236, 3.654161], [-3.789033, -1.530341, 4.713187], [-2.482046, -2.037083, 4.512978], [-1.684374, -2.458021, 5.606396], [-0.433826, -2.965828, 5.410967], [0.080023, -3.078026, 4.101613], [-0.664412, -2.672164, 3.030859], [-1.966655, -2.135610, 3.195683], [-4.336427, -1.109046, -1.039822], [-2.983521, -0.226284, -1.772541], [-3.694738, 0.357777, -0.265511], [-3.099696, -2.764185, -2.425854], [-3.244032, -4.998183, -3.426869], [-2.556996, -6.988906, -2.131610], [-1.753390, -6.727142, 0.193997], [-1.605058, -4.500168, 1.206234], [-4.652672, -0.862863, 1.527760], [-5.557813, -0.768295, 3.807194], [-4.171306, -1.466543, 5.724770], [-2.093386, -2.373876, 6.605962], [0.162540, -3.289337, 6.253455], [1.067848, -3.494024, 3.946024], [-0.259615, -2.766256, 2.032142], [4.053417, 0.629848, 3.757521], [3.397355, 0.107214, 2.088375], [3.978753, -1.627155, 1.676138], [4.067486, 1.268630, 0.770658], [1.516874, 0.132688, 2.099672], [5.145469, 0.628537, 3.770027], [3.706629, -0.032214, 4.552955], [3.718828, 1.641926, 3.997779], [5.060070, -1.707677, 1.805773], [3.759319, -1.890100, 0.637926], [3.514496, -2.378623, 2.319506], [5.157464, 1.192321, 0.740497], [3.811420, 2.312659, 0.958905], [3.703295, 1.007322, -0.228896], [1.166177, 1.050388, 2.595754], [1.184150, -0.702657, 2.735644], [1.050641, -3.799659, -2.846827], [0.994503, -2.093682, -2.111686], [-0.337101, -1.071871, -2.959259], [2.626168, -1.180854, -2.284361], [0.580378, -2.144272, -0.267208], [1.208006, -3.756990, -3.926881], [0.102079, -4.309947, -2.661331], [1.851692, -4.397508, -2.409303], [-0.036241, -0.809415, -3.975443], [-0.559884, -0.118582, -2.455055], [-1.274570, -1.626543, -3.015183], [2.845859, -0.930707, -3.324927], [3.446631, -1.793331, -1.902317], [2.647562, -0.234143, -1.730379], [1.509646, -2.132105, 0.343035], [0.108979, -3.103863, -0.078775]], "atomic_forces_ev_per_a": [[0.058, 0.089, 0.174], [-0.001, 0.004, 0.009], [-0.002, -0.001, -0.015], [-0.001, -0.006, 0.023], [-0.006, 0.004, -0.004], [0.015, 0.008, -0.028], [-0.010, -0.006, 0.016], [0.041, -0.148, -0.016], [0.032, 0.034, 0.024], [-0.028, -0.006, -0.010], [0.024, 0.002, 0.013], [-0.004, 0.000, -0.003], [-0.007, -0.001, -0.005], [-0.006, 0.007, -0.001], [0.011, 0.022, -0.029], [0.034, -0.015, 0.004], [-0.018, 0.000, 0.004], [-0.001, 0.001, 0.003], [0.000, 0.000, -0.014], [-0.014, 0.008, 0.007], [0.019, -0.004, 0.037], [0.017, -0.033, -0.066], [-0.057, 0.116, -0.028], [-0.039, -0.001, 0.040], [-0.001, -0.003, 0.006], [-0.001, -0.002, -0.004], [0.008, 0.004, -0.006], [-0.005, 0.009, 0.006], [0.007, 0.006, 0.001], [0.008, 0.001, 0.003], [-0.001, -0.001, -0.001], [0.000, 0.000, -0.001], [0.000, -0.001, -0.001], [-0.012, 0.005, 0.001], [-0.002, -0.003, -0.007], [0.003, 0.001, -0.003], [-0.001, 0.000, -0.003], [-0.002, -0.002, 0.001], [0.001, 0.003, 0.004], [0.009, -0.020, 0.009], [-0.022, 0.057, 0.029], [-0.096, -0.145, 0.045], [-0.013, 0.078, -0.005], [0.018, -0.039, 0.022], [-0.017, 0.059, -0.035], [0.010, -0.033, 0.017], [-0.003, 0.000, -0.002], [-0.002, 0.010, -0.011], [-0.039, 0.035, -0.031], [0.052, -0.003, 0.021], [-0.014, 0.002, -0.010], [-0.022, 0.006, 0.017], [0.042, -0.020, -0.019], [-0.036, 0.015, 0.003], [0.021, -0.004, -0.010], [0.007, -0.006, 0.001], [-0.041, 0.015, 0.018], [0.008, -0.008, 0.006], [0.015, -0.019, -0.018], [-0.003, -0.021, -0.009], [0.020, -0.007, 0.008], [0.003, -0.009, -0.008], [0.002, -0.011, 0.003], [0.001, -0.002, 0.003], [0.000, -0.004, -0.002], [0.009, -0.003, 0.014], [-0.009, -0.001, -0.001], [0.002, 0.001, 0.012], [-0.010, 0.002, -0.004], [0.003, -0.004, 0.001], [0.001, -0.001, 0.000], [0.002, 0.000, 0.007], [0.017, -0.008, -0.019], [-0.011, 0.045, -0.029], [0.061, -0.002, 0.018], [-0.035, 0.001, -0.019], [0.005, -0.029, 0.013], [-0.071, -0.004, 0.001], [0.002, -0.003, -0.002], [-0.013, -0.016, -0.010], [0.010, -0.004, 0.018], [0.005, 0.012, 0.001], [0.014, -0.020, 0.002], [-0.008, 0.008, 0.002], [0.002, 0.011, -0.017], [-0.006, 0.000, 0.017], [0.005, 0.001, 0.006], [0.006, 0.014, -0.022], [-0.004, -0.013, -0.013], [-0.025, 0.019, 0.001], [0.048, 0.046, -0.015], [-0.029, 0.070, -0.036], [0.008, -0.070, -0.024], [0.093, -0.013, -0.067], [0.005, 0.000, 0.001], [0.003, -0.023, 0.000], [0.000, 0.001, 0.011], [-0.004, -0.036, -0.008], [-0.025, -0.027, -0.025], [-0.001, -0.008, 0.019], [-0.010, 0.020, -0.005], [0.007, 0.023, 0.020], [0.012, -0.004, 0.002], [0.012, -0.007, -0.016], [-0.029, 0.003, -0.005]], "mulliken_spin": [0.20, 0.00, 0.00, 0.00, -0.01, 0.00, 0.00, 0.03, 0.00, 0.01, 0.00, 0.00, 0.00, 0.00, -0.01, 0.01, -0.01, 0.01, -0.01, 0.04, -0.02, 0.10, -0.03, 0.14, 0.00, 0.00, 0.00, 0.01, 0.00, 0.00, 0.00, 0.00, 0.00, 0.00, 0.00, 0.00, 0.00, 0.00, 0.00, 0.02, 0.12, 0.11, 0.09, 0.01, -0.01, 0.01, 0.00, 0.02, -0.02, 0.07, 0.01, 0.01, 0.00, 0.00, 0.00, 0.00, -0.01, -0.10, 0.00, 0.00, -0.01, 0.00, 0.00, 0.00, 0.00, 0.00, 0.00, 0.00, 0.00, 0.00, 0.00, 0.00, 0.00, 0.00, 0.00, 0.00, 0.00, 0.09, 0.00, 0.00, 0.00, 0.00, 0.00, 0.00, 0.00, 0.00, 0.00, 0.00, 0.01, 0.00, 0.01, 0.02, -0.01, 0.13, 0.00, 0.00, 0.00, 0.00, -0.02, 0.00, 0.00, 0.00, 0.01, 0.01, -0.05]}